One molecule with the formula C3H4N2O in a non-equilibrium geometry. Source: the OMol25 dataset; level of theory: ωB97M-V/def2-TZVPD.

Geometry as XYZ:
```
10
Properties=species:S:1:pos:R:3
O 0.2792 -0.1678 -2.5886
N -1.6192 1.4333 2.0533
N -0.0384 -0.5358 -1.3173
C 0.1475 -0.2980 1.0700
C 0.5929 0.0978 -0.3007
C -0.8842 0.6505 1.6298
H 0.9528 -0.2465 1.8222
H -0.5724 -0.6383 -3.1230
H 1.5537 0.9098 -0.3650
H -0.4121 -1.2050 1.1193
```

Summary:
HOMO-LUMO gap = 10.797 eV
spin multiplicity = 1
SMILES string = N#CC/C=N/O
E_HOMO = -10.15 eV
energy above the lowest of the compared OMol25 structures with the same formula, charge and spin = 373.9 kJ/mol

CH3NOS as an isolated structure in a non-equilibrium geometry. Source: the OMol25 dataset; level of theory: ωB97M-V/def2-TZVPD.

Geometry as XYZ:
```
7
Properties=species:S:1:pos:R:3
S -1.8328 0.2579 0.3629
O -1.9261 -1.2006 -0.0885
N -0.3879 1.0227 0.0132
C 1.0200 -0.0639 0.5325
H 1.0444 -1.0658 0.1225
H 1.7573 0.7513 0.7890
H -2.5924 0.9856 -0.5951
```

Summary:
HOMO-LUMO gap (alpha / beta) = 8.176 / 8.581 eV
spin multiplicity = 1
E_HOMO (alpha / beta) = -9.70 / -9.46 eV
energy above the lowest of the compared OMol25 structures with the same formula, charge and spin = 651.0 kJ/mol

CH2N2O2S as an isolated structure in a non-equilibrium geometry. Source: the OMol25 dataset; level of theory: ωB97M-V/def2-TZVPD.

Geometry as XYZ:
```
8
Properties=species:S:1:pos:R:3
S 1.9528 -0.8995 0.3188
O 1.3344 -1.5077 1.4757
O 2.0569 0.5367 0.3827
N 0.2713 -0.7153 -1.1281
N -0.6397 -0.1129 -0.8183
C -1.4286 0.6575 -0.1902
H -0.9958 1.4485 0.4087
H -2.5514 0.5928 -0.4492
```

Summary:
HOMO-LUMO gap = 8.342 eV
spin multiplicity = 1
E_HOMO = -9.44 eV
energy above the lowest of the compared OMol25 structures with the same formula, charge and spin = 438.1 kJ/mol

A 2-piece molecular cluster, C7H17NO overall in a non-equilibrium geometry. Source: the OMol25 dataset; level of theory: ωB97M-V/def2-TZVPD.

Geometry as XYZ:
```
26
Properties=species:S:1:pos:R:3
O -1.8104 -1.1496 1.2854
N -0.9215 -0.6197 -0.7627
C -0.6423 0.5886 -1.5979
C 0.3257 1.5561 -1.1129
C -1.7915 -0.5455 0.3221
C 3.2079 -0.1899 1.6817
C 3.4491 0.9007 0.5877
C 0.1567 -1.4496 -0.6485
C -3.0167 0.3608 0.2293
H -0.4865 0.4032 -2.6095
H 0.6628 2.3724 -1.8291
H 4.0881 -0.3142 2.3855
H -3.5492 0.4396 1.2027
H 2.7001 0.7324 -0.1322
H -1.6383 1.1289 -1.7554
H 3.2171 1.9321 0.9505
H 3.2035 -1.0004 1.1502
H -0.1629 2.2367 -0.4091
H -3.6367 -0.1302 -0.4311
H 4.3698 0.7465 0.0107
H -2.8425 1.4616 -0.0986
H 2.3643 0.3004 2.3683
H 0.0105 -2.2636 -1.3249
H 1.1833 1.0324 -0.5810
H 1.0812 -0.9144 -1.0667
H 0.2356 -1.9562 0.4568
```

Summary:
HOMO-LUMO gap = 10.181 eV
spin multiplicity = 1
SMILES string = CCN(C)C(C)=O.CC
E_HOMO = -9.30 eV
energy above the lowest of the compared OMol25 structures with the same formula, charge and spin = 358.8 kJ/mol

C51H51N6O5SbTi as an isolated structure. Source: the OMol25 dataset; level of theory: ωB97M-V/def2-TZVPD.

Geometry as XYZ:
```
115
Properties=species:S:1:pos:R:3
Sb -0.5668 2.0278 -1.6939
Ti -0.5120 -2.1708 0.6033
O -1.0198 -4.1709 -1.7555
O 0.7051 -2.1902 -1.3669
O 0.3151 -2.3141 2.5542
O -0.9034 -0.0343 5.8606
O -2.0396 -3.5619 0.8503
N -0.1158 -4.8760 -3.7091
N 5.2021 4.5118 5.2243
N -1.7764 -1.1361 2.0968
N -1.4209 -1.0772 3.3875
N -2.2252 -1.2178 -0.4971
N -0.7504 -5.3132 1.5535
C -2.4325 -1.2346 -1.8095
C 0.4189 -1.7541 4.8397
C 4.2482 2.5451 2.4877
C 3.7647 2.9687 3.7253
C 1.8656 -1.9745 7.2302
C -1.0017 5.0856 -1.3675
C 2.1208 4.0463 -0.3636
C -0.9827 -6.0389 -3.7794
C -3.4061 2.9478 -3.0790
C -2.2633 3.1185 -4.0463
C -1.3397 6.2778 -0.7446
C -1.0667 3.8723 -0.6855
C 2.5058 2.5506 4.1563
C -3.6297 -0.8671 -2.3953
C 1.3963 0.4526 1.3005
C -1.5112 3.8489 0.6419
C -1.6189 2.5669 1.4249
C 1.5833 2.0472 -1.8599
C 2.0425 0.9879 -2.6423
C 1.7384 1.7300 3.3543
C -0.9327 -4.1173 1.0327
C -1.7570 6.2606 0.5780
C -4.6719 -0.4675 -1.5680
C 0.8038 -2.8867 -2.5769
C 1.3219 -2.8126 -0.2233
C -4.4626 -0.4291 -0.2042
C -0.2533 -1.7062 3.5181
C 4.3111 1.6803 -2.3541
C 3.4805 1.7217 1.6882
C -0.1752 3.5286 -5.8589
C 0.9046 -4.7721 -4.7353
C 0.0925 -0.9504 5.9443
C 2.2095 -2.7643 6.1419
C 0.8196 -1.0772 7.1265
C -0.1853 -4.0525 -2.6389
C 2.2100 1.3088 2.1021
C -0.9419 2.8419 -3.6645
C 0.5817 -5.7591 1.9001
C 0.0863 3.0545 -4.5792
C -2.5121 3.5911 -5.3311
C 4.5631 3.8262 4.5576
C 0.6675 -0.3205 0.7022
C -3.2191 -0.7946 0.3071
C -2.9325 -0.7352 1.7227
C 3.3913 0.7973 -2.8964
C -1.8439 5.0554 1.2561
C -1.8676 -6.1718 1.9153
C 1.4894 -2.6408 4.9695
C 3.8674 2.7222 -1.5547
C 2.5138 2.9195 -1.2824
C -1.4808 3.7947 -6.2368
H 3.8502 1.3896 0.7277
H 1.8300 -3.2346 -2.7189
H -5.6275 -0.1837 -1.9893
H -1.7421 -7.1593 1.4675
H -3.5334 3.8076 -5.6250
H -4.3650 3.0979 -3.5749
H 0.7638 1.3929 3.6871
H 1.7550 -5.4279 -4.5270
H 1.1113 2.8569 -4.2903
H 0.5589 -0.4477 7.9712
H -2.0928 1.7754 0.8401
H -0.6339 2.1896 1.7047
H -0.3890 -6.9557 -3.7412
H -3.6656 -0.3438 2.4223
H 1.3244 0.2892 -3.0635
H 4.5897 3.4009 -1.1141
H 3.0325 -3.4626 6.2064
H -5.2401 -0.1125 0.4781
H -3.4032 1.9486 -2.6343
H -2.1963 2.7139 2.3378
H 3.0055 4.4998 0.0826
H 1.2630 -3.7514 -4.8366
H 0.8294 -6.6849 1.3750
H 0.4726 -5.0666 -5.6915
H 2.2631 -2.3307 0.0291
H -1.9250 -6.2816 3.0006
H -1.5982 -1.5563 -2.4142
H -0.9648 0.4267 6.7031
H 1.4299 -3.8834 -0.4077
H -1.2763 7.2121 -1.2880
H 1.2914 -4.9799 1.6350
H -2.1834 5.0439 2.2859
H -1.6675 -6.0164 -2.9380
H 3.7201 -0.0329 -3.5095
H -1.5502 -6.0279 -4.7118
H 0.5746 -2.1800 -3.3829
H 0.6398 3.6926 -6.5529
H -0.6742 5.1028 -2.4010
H -3.3303 3.6669 -2.2596
H -2.7875 -5.7223 1.5526
H 0.6484 -5.9379 2.9762
H 1.4833 3.6863 0.4460
H 5.2298 2.8659 2.1636
H 2.1398 2.8736 5.1221
H 1.5673 4.8215 -0.8940
H 5.3701 1.5535 -2.5409
H -3.7388 -0.8921 -3.4701
H -2.0206 7.1832 1.0800
H 1.7429 -3.2337 4.1010
H -1.6991 4.1636 -7.2312
H 2.4158 -2.0482 8.1593
```

Summary:
HOMO-LUMO gap = 7.071 eV
spin multiplicity = 1
E_HOMO = -7.51 eV
energy above the lowest of the compared OMol25 structures with the same formula, charge and spin = 158.7 kJ/mol

C28H36CsGeN2O8 as an isolated structure. Source: the OMol25 dataset; level of theory: ωB97M-V/def2-TZVPD.

Geometry as XYZ:
```
76
Properties=species:S:1:pos:R:3
Cs -0.0578 -0.8803 1.7219
Ge -2.9876 0.8086 0.3777
O 0.9021 -3.6279 2.7769
O 3.6893 0.0267 -3.8325
O 3.2748 -4.2866 4.4574
O 5.6615 -3.9869 2.7310
O 1.7910 -2.9307 0.1160
O 5.7081 -1.9483 -4.1080
O -0.2184 -3.1780 -0.7536
O 4.7286 -3.0354 0.0882
N 2.5926 0.8947 0.7255
N 4.1392 -1.6015 -2.3516
C -1.2811 5.2410 -1.3966
C 0.0678 -0.5700 5.2871
C -2.1489 -1.1124 4.5215
C -0.1422 0.7597 4.9360
C 4.5928 -2.4627 -3.4204
C 2.3014 2.6279 -0.9018
C -4.5337 0.9103 -2.3163
C 0.8996 -5.1995 -0.0898
C 0.7332 -3.7211 -0.2749
C -5.7023 1.7939 -1.8950
C 2.2227 2.1299 0.3894
C -1.2699 2.6998 -1.4477
C -1.3512 1.1492 4.3720
C 2.7865 1.8011 -1.8975
C -0.9387 -1.5067 5.0800
C 3.0669 0.1115 -0.2446
C 3.1849 0.5119 -1.5689
C 3.2849 -3.9711 3.3011
C -2.3575 0.2142 4.1625
C -6.0346 2.8681 -2.9221
C 4.5240 -3.7957 2.4082
C 2.0845 -3.6403 2.4286
C 4.0172 -3.3420 1.0417
C 2.6054 -3.3461 1.1469
C 3.6910 -0.3758 -2.6692
C -1.2641 3.9536 -0.5829
C -4.0115 0.0171 -1.1911
C -1.2856 1.4193 -0.6091
H -4.8608 0.3000 -3.1717
H -0.5028 1.5471 0.1555
H 4.8912 -3.4096 -2.9769
H -5.4648 2.2588 -0.9355
H -6.2376 2.4323 -3.9045
H -3.2788 0.5101 3.6822
H -0.9758 0.5624 -1.2229
H -0.3752 3.9352 0.0616
H 1.9644 3.6321 -1.1200
H 3.3519 -0.8872 0.0617
H -3.6964 2.2418 0.4824
H -2.9272 -1.8446 4.3476
H -0.3863 2.7273 -2.1036
H 1.0110 -0.8790 5.7198
H -1.5085 2.1808 4.0829
H -6.9096 3.4547 -2.6326
H 1.8313 2.7454 1.1926
H -1.2657 6.1275 -0.7588
H -2.1392 2.7382 -2.1099
H -6.5819 1.1615 -1.7279
H 1.9144 -5.5162 -0.3261
H -0.4193 5.2977 -2.0681
H 0.1768 -5.7044 -0.7232
H -3.3338 -0.7372 -1.6090
H -5.1954 3.5586 -3.0399
H 3.7615 -2.6218 -4.1134
H -0.7657 -2.5438 5.3371
H 2.8573 2.1193 -2.9289
H -4.8496 -0.5524 -0.7703
H 0.6405 1.4897 5.1031
H -3.7291 1.5443 -2.7018
H 0.6967 -5.4436 0.9543
H -2.1791 5.2931 -2.0167
H -2.1278 3.9202 0.0860
H 5.3949 -1.1222 -4.5026
H 4.2540 -1.9355 -1.3986
```

Summary:
charge = -1
HOMO-LUMO gap = 4.977 eV
spin multiplicity = 1
E_HOMO = -3.50 eV
energy above the lowest of the compared OMol25 structures with the same formula, charge and spin = 67.5 kJ/mol

One molecule with the formula C5H9N in a non-equilibrium geometry. Source: the OMol25 dataset; level of theory: ωB97M-V/def2-TZVPD.

Geometry as XYZ:
```
15
Properties=species:S:1:pos:R:3
N 2.1377 -0.2764 0.5875
C -0.1273 -1.4206 -1.0082
C -0.1742 -0.3270 0.1289
C -2.0148 1.3197 -0.5887
C 0.8205 -0.3050 0.9976
C -0.9172 0.9904 0.1991
H 2.4017 -0.3076 -0.4185
H -0.0752 -0.8457 -1.9943
H 2.5248 0.6241 0.8684
H -2.6097 2.2776 -0.3778
H -2.4736 0.7564 -1.4060
H 0.6624 -2.1392 -0.7609
H -0.4913 1.6901 0.8001
H -1.1434 -1.9180 -1.1590
H 0.7189 0.2519 1.9630
```

Summary:
HOMO-LUMO gap = 7.681 eV
spin multiplicity = 1
SMILES string = C=C/C(C)=C/N
E_HOMO = -7.12 eV
energy above the lowest of the compared OMol25 structures with the same formula, charge and spin = 344.8 kJ/mol

C22H42N2NbO5Si as an isolated structure in a non-equilibrium geometry. Source: the OMol25 dataset; level of theory: ωB97M-V/def2-TZVPD.

Geometry as XYZ:
```
73
Properties=species:S:1:pos:R:3
Nb -2.8484 0.1040 -3.3559
Si -2.1338 2.6466 -3.4905
O -3.8096 -1.7511 -3.0854
O -5.9307 -2.2869 -3.5951
O 5.5831 -0.0095 5.8910
O -2.2908 -0.3383 -5.3463
O 4.4044 -1.2222 1.6682
N 4.8465 -2.5253 4.4790
N -3.6399 -2.1382 -6.3141
C -0.6331 -0.7304 -1.1094
C -3.6101 3.6495 -4.2199
C 4.3060 0.2474 6.4453
C -6.2816 0.4771 -2.1046
C 1.3660 -1.1755 0.4666
C 6.1757 -2.1577 4.9517
C -6.2641 -0.3761 0.4309
C 0.8992 1.1691 -0.4076
C 0.8207 -0.3391 -0.6923
C 4.8336 -3.1459 3.1554
C -6.7746 0.8627 0.1743
C -3.0896 -1.2074 -5.8584
C 5.2762 -2.2959 1.9667
C -5.7581 -1.1801 -0.5454
C 4.6512 -0.0324 2.3965
C -0.6121 2.8654 -4.6059
C -5.1498 -1.6495 -2.9206
C -0.7972 -0.5667 -2.6493
C 6.0930 -1.3017 6.1998
C -1.9006 3.3165 -1.7205
C -6.7910 1.2880 -1.1301
C -5.7486 -0.7532 -1.8500
H 6.7341 -1.5900 4.1959
H -0.7458 -1.7700 -0.7919
H -1.3251 -0.1127 -0.5358
H -7.1646 1.5056 0.9509
H -3.8983 4.4360 -3.5157
H 5.5057 -1.7946 6.9794
H 5.4427 -4.0551 3.1887
H -3.4144 4.0376 -5.2215
H 4.0520 -0.0011 3.3107
H -1.1658 4.1289 -1.6795
H 4.3351 0.8071 1.7760
H -0.0382 0.1591 -2.9703
H 6.3104 -1.9433 2.0604
H 0.8061 1.7513 -1.3256
H 6.7363 -3.0695 5.1792
H 4.3012 0.0734 7.5254
H -3.2893 0.4559 -1.6464
H 0.0591 1.4214 0.2436
H -0.4127 3.9422 -4.6751
H -6.2494 -0.7162 1.4612
H -0.8378 2.5293 -5.6177
H 7.1065 -1.1577 6.5869
H -4.4410 0.6944 -4.0312
H 3.5341 -0.3688 5.9726
H 1.8464 1.4308 0.0710
H -0.5914 -1.5266 -3.1367
H 0.2530 2.3706 -4.1648
H -2.8511 3.7562 -1.4012
H -1.6890 2.5282 -1.0024
H -4.4602 2.9719 -4.2659
H 0.8372 -0.9061 1.3864
H 5.2562 -2.9440 1.0859
H -6.2769 0.8441 -3.1203
H 3.8050 -3.4632 2.9680
H 5.7095 0.0929 2.6383
H -5.3601 -2.1550 -0.2955
H 2.4238 -0.9133 0.6205
H 1.3317 -2.2403 0.2360
H -7.1687 2.2629 -1.4052
H 4.2711 -1.6941 4.4452
H 4.0687 1.2937 6.2595
H 1.4617 -0.5147 -1.5630
```

Summary:
charge = -1
HOMO-LUMO gap = 7.218 eV
spin multiplicity = 1
E_HOMO = -5.11 eV

C18H31N6O2PbS2Te4 as an isolated structure in a non-equilibrium geometry. Source: the OMol25 dataset; level of theory: ωB97M-V/def2-TZVPD.

Geometry as XYZ:
```
64
Properties=species:S:1:pos:R:3
Pb 1.1180 0.5333 -0.7703
Te -1.4284 -2.3677 -0.2845
Te -3.7603 -0.9065 0.1639
Te -6.4195 -1.1779 0.6831
Te -1.3163 0.0862 -0.2968
S 0.9509 3.3197 -0.4208
S 3.5461 -0.0017 0.8038
O 0.7962 0.2978 1.7799
O 0.6720 -1.6790 -2.2305
N -1.2974 3.4900 -1.7679
N 1.1051 -2.2471 -0.0063
N -1.5659 3.4771 0.5637
N 0.4947 -4.4416 -0.0735
N 1.3570 -3.5016 1.9791
N 1.7057 0.8070 2.5788
C -2.6617 3.8724 -2.0560
C 3.9462 1.4123 3.0700
C 2.1807 2.0556 4.5439
C -1.1478 3.2032 1.9181
C 0.5637 -2.4795 -1.2406
C 1.0798 -3.3641 0.6300
C -5.4210 5.3429 -1.6168
C -2.8892 5.3811 -1.8993
C 1.0142 -5.7595 0.1575
C 3.5458 2.0381 4.2339
C 1.2976 1.4391 3.7006
C -0.7480 3.4175 -0.5098
C -0.8390 5.5097 2.9850
C -1.6875 4.2414 2.9003
C 0.4933 -3.9535 -1.4280
C 3.0400 0.7793 2.2245
C -0.7556 6.2704 1.6698
C -4.2409 5.8365 -2.4457
H -1.7510 6.5232 1.3103
H 0.1699 5.2395 3.3082
H -2.5581 3.3485 0.4026
H -0.3644 -4.2912 -2.0097
H -5.3360 5.6836 -0.5868
H -2.8020 5.6522 -0.8451
H -1.2670 6.1629 3.7506
H -3.3359 3.2960 -1.4159
H 4.2715 2.5018 4.8869
H 1.4142 -4.2688 -1.9804
H 0.2319 1.4016 3.8726
H -2.7143 4.4882 2.6207
H 0.3014 -6.4979 -0.2251
H -0.2535 5.6717 0.9181
H 1.5548 -2.5859 2.3657
H 0.5881 -3.9485 2.4729
H -0.6133 3.7604 -2.4625
H 1.1589 -5.9219 1.2281
H -0.0557 3.1866 1.9460
H 4.9838 1.3898 2.7708
H -2.8646 3.5749 -3.0894
H 1.8050 2.5507 5.4267
H -1.5261 2.2152 2.2169
H -4.2487 6.9300 -2.4753
H -6.3514 5.7290 -2.0279
H -0.1866 7.1889 1.7991
H -5.4778 4.2582 -1.6193
H 1.9810 -5.9087 -0.3549
H -2.0907 5.9043 -2.4383
H -4.3453 5.4799 -3.4732
H -1.7215 3.7858 3.8919
```

Summary:
charge = -2
HOMO-LUMO gap (alpha / beta) = 3.397 / 3.600 eV
spin multiplicity = 2
E_HOMO (alpha / beta) = 0.51 / 0.30 eV
energy above the lowest of the compared OMol25 structures with the same formula, charge and spin = 649.4 kJ/mol

A 2-piece molecular cluster, C11H28FN2O4S2 overall in a non-equilibrium geometry. Source: the OMol25 dataset; level of theory: ωB97M-V/def2-TZVPD.

Geometry as XYZ:
```
48
Properties=species:S:1:pos:R:3
S -5.8856 1.7310 -0.9007
S -2.1667 1.9006 -2.2383
F -1.6847 2.0664 -0.5648
O 3.5855 -2.3366 1.9819
O -3.6731 3.1678 -3.7968
O -1.9597 0.4522 -2.7408
O -1.1219 2.7801 -3.0304
N -3.7305 2.5936 -2.5810
N 2.2248 -0.7086 -0.3053
C 2.4942 -0.2354 -1.7555
C 0.7150 -0.4463 -0.0819
C -5.1121 2.4057 1.7381
C 3.0616 0.1732 0.6523
C 4.5615 0.1270 0.3927
C -4.8635 1.6009 -2.4648
C 2.5988 -2.2205 -0.2597
C 2.6101 -2.9060 1.1163
C -4.9409 1.1745 0.6189
C 0.1548 -0.8475 1.2690
C 3.2922 -2.5580 3.3589
H 2.8329 -0.1186 1.6774
H 2.7034 -1.7142 3.7324
H -6.2793 2.5591 1.9183
H -0.7837 -0.3102 1.4435
H -4.5628 0.4777 -2.5912
H 0.8152 -0.6222 2.1076
H 5.0807 0.7010 1.1679
H 1.6250 -2.9054 1.5786
H -5.6067 1.8409 -3.3679
H 0.1711 -0.9740 -0.8762
H 2.7432 -3.4904 3.5201
H -3.6613 2.3986 -4.4414
H -3.8235 0.9808 0.3281
H -5.3781 0.1584 1.0050
H -4.6776 3.3755 1.2357
H 1.8920 -2.7292 -0.9239
H 0.5642 0.6298 -0.2287
H 4.9696 -0.8859 0.4110
H -4.5760 2.0929 2.7300
H 2.7052 1.2022 0.5236
H 1.8183 -0.7782 -2.4239
H 2.3063 0.8400 -1.8098
H 2.8834 -3.9585 0.9693
H -0.1084 -1.9083 1.2856
H 4.2338 -2.5972 3.9121
H 4.8231 0.5844 -0.5654
H 3.6007 -2.2996 -0.7054
H 3.5294 -0.4636 -2.0203
```

Summary:
charge = +1
HOMO-LUMO gap = 7.449 eV
spin multiplicity = 1
E_HOMO = -11.36 eV